# 1
Below is a cluster of 17 separate species, C65H156O33 in total in a non-equilibrium geometry, with properties calculated with ωB97M-V with the def2-TZVPD basis set.

The HOMO energy is -0.3317 Eh. For the LUMO energy, the calculation gives 0.50 eV.

ORCA input file:
```
! wB97M-V def2-TZVPD RIJCOSX def2/J DEFGRID3
* xyz 0 1
C 8.28893 0.92889 0.88443
O 9.05772 -0.09718 1.50463
C 10.01319 0.49415 2.39069
C 11.06813 -0.59761 2.84517
O 10.41005 -1.71062 3.38784
C 10.15862 -2.75030 2.43306
H 7.64932 0.45682 0.11186
H 8.98289 1.61221 0.35103
H 7.75570 1.50409 1.64566
H 9.55008 0.87957 3.29402
H 10.50565 1.37524 1.99358
H 11.68424 -0.17103 3.67887
H 11.71025 -0.91497 2.01808
H 11.04349 -3.40580 2.32187
H 9.81563 -2.31235 1.45188
H 9.36571 -3.34259 2.86709
C -3.98937 -8.53635 -2.05386
O -4.22972 -7.15879 -1.72793
C -5.44189 -6.60967 -2.15502
C -5.47900 -5.10808 -1.91624
O -4.74283 -4.48499 -2.88642
C -4.38137 -3.13220 -2.46743
H -4.63873 -9.16459 -1.47115
H -2.91777 -8.71364 -1.85902
H -4.24779 -8.64968 -3.11340
H -6.27221 -7.08343 -1.57679
H -5.57578 -6.79816 -3.25762
H -5.10227 -4.90300 -0.91323
H -6.54905 -4.92340 -2.08906
H -4.09653 -2.56313 -3.32323
H -3.58568 -3.22013 -1.71061
H -5.26840 -2.66351 -2.03721
C -5.40858 1.80242 -0.99053
O -5.58731 1.01051 -2.14995
C -5.13599 1.63874 -3.29103
C -5.09120 0.70761 -4.45030
O -3.82572 0.07120 -4.45660
C -3.68390 -0.77358 -5.58800
H -4.31765 2.11880 -0.88748
H -5.62366 1.14504 -0.18391
H -6.11155 2.66318 -0.97233
H -4.10047 2.00681 -3.07515
H -5.71883 2.51971 -3.60822
H -5.05121 1.32768 -5.32538
H -5.83814 -0.06746 -4.46103
H -4.17199 -0.29804 -6.42935
H -4.15017 -1.76043 -5.40872
H -2.59289 -0.89125 -5.73944
C 2.39142 -3.92282 -1.05432
O 1.55007 -2.74391 -1.01063
C 2.23682 -1.66182 -0.32900
C 3.53586 -1.27235 -1.06931
O 4.62137 -2.06346 -0.65144
C 5.82205 -1.65168 -1.19384
H 1.72747 -4.72312 -1.26988
H 2.92152 -4.19086 -0.07991
H 3.12261 -3.72340 -1.83691
H 2.47193 -1.91836 0.72068
H 1.61309 -0.80254 -0.44703
H 3.77335 -0.20791 -0.86573
H 3.35195 -1.29276 -2.13778
H 6.65482 -2.16812 -0.77302
H 5.96993 -0.59940 -0.99814
H 5.86473 -1.72554 -2.27826
C 1.55920 3.00102 -6.81103
O 0.21382 2.90073 -7.13710
C -0.32914 1.62801 -7.27896
C -1.66977 1.63912 -7.93355
O -2.57378 2.49670 -7.23640
C -3.82180 2.49567 -7.81217
H 1.91593 2.58267 -5.83718
H 1.83610 4.02919 -6.85006
H 2.09248 2.46864 -7.57546
H -0.31952 1.13612 -6.29943
H 0.27700 0.94438 -7.90725
H -2.07028 0.62125 -7.92817
H -1.54263 2.05318 -8.94672
H -4.38118 3.28432 -7.32000
H -4.31571 1.51736 -7.72476
H -3.84491 2.78071 -8.91000
C 1.24361 1.99817 6.72245
O -0.04914 2.45791 6.33658
C -0.42866 3.51542 7.19931
C -1.73587 4.04941 6.85871
O -1.63829 4.90568 5.71792
C -2.92130 5.46056 5.44838
H 1.50455 1.18746 6.02872
H 1.35801 1.71757 7.78955
H 2.01626 2.75526 6.44944
H 0.31947 4.32966 7.11253
H -0.46085 3.21729 8.27910
H -2.08272 4.67682 7.73410
H -2.51193 3.23255 6.71007
H -2.82406 6.08802 4.57570
H -3.35673 5.98835 6.29549
H -3.60941 4.66570 5.14837
C 5.66175 2.90791 3.54001
O 6.59068 3.18180 2.50689
C 6.14762 4.16595 1.59222
C 5.02171 3.71552 0.67563
O 5.40211 2.67829 -0.20342
C 6.48159 2.97871 -1.10551
H 6.07900 2.12294 4.14631
H 4.76191 2.57910 3.04964
H 5.49508 3.78028 4.13074
H 6.96376 4.53284 0.97809
H 5.81548 5.02822 2.18877
H 4.71523 4.57076 0.03221
H 4.08706 3.45571 1.16398
H 6.27802 3.87445 -1.72907
H 6.48699 2.02853 -1.69037
H 7.42543 3.06139 -0.52915
C 3.23975 2.86006 -3.25920
O 1.91522 3.33787 -3.53511
C 0.86000 2.99801 -2.66619
C 0.68730 1.51526 -2.39067
O 0.42479 0.88497 -3.61580
C 0.06632 -0.47016 -3.56399
H 3.53811 3.00449 -2.20643
H 3.89507 3.52747 -3.86232
H 3.48813 1.83360 -3.52728
H -0.06034 3.35919 -3.09345
H 1.09899 3.50397 -1.70951
H -0.19391 1.46033 -1.71980
H 1.55953 1.06474 -1.88111
H -0.96626 -0.65121 -3.19972
H 0.80331 -1.01006 -2.98672
H 0.20958 -0.94856 -4.57264
C -4.34079 -2.77776 1.21253
O -4.00564 -1.61340 1.99954
C -4.45412 -1.69356 3.33587
C -3.74764 -2.73380 4.22585
O -2.41307 -2.47838 4.30901
C -1.67765 -3.06261 5.37338
H -5.43298 -2.91866 1.25161
H -3.90040 -3.71166 1.50634
H -4.12759 -2.46959 0.18697
H -5.51901 -2.06109 3.35909
H -4.47364 -0.72664 3.80053
H -3.82102 -3.71912 3.79077
H -4.22231 -2.73846 5.23315
H -1.66056 -2.50377 6.29791
H -0.65555 -3.30365 5.04345
H -2.17066 -3.96057 5.71013
C 0.58281 -0.74509 4.68613
O 1.94375 -0.63849 4.83271
C 2.75024 -1.78701 4.66236
C 3.79468 -1.75465 3.63096
O 5.01670 -1.15911 4.17198
C 6.02775 -1.30543 3.13127
H 0.02029 -1.10547 5.56599
H 0.37651 -1.43875 3.86926
H 0.09027 0.19223 4.41887
H 2.05986 -2.56963 4.38740
H 3.23730 -2.10859 5.62479
H 3.49484 -1.20460 2.74501
H 3.99725 -2.81911 3.38774
H 6.28646 -2.36005 3.03188
H 6.93801 -0.83138 3.48837
H 5.68617 -0.85813 2.20219
C -2.29075 -0.22997 -0.66247
O -1.07732 -0.23119 0.06748
C -1.20029 0.59997 1.15364
C 0.12444 0.83539 1.76619
O 0.90538 1.63451 0.98312
C 2.28310 1.46019 1.27254
H -2.48715 0.76213 -1.13493
H -3.11629 -0.41108 0.01315
H -2.22816 -0.92598 -1.49767
H -1.81360 0.08566 1.87353
H -1.59748 1.55875 0.89362
H 0.63681 -0.07600 2.10536
H -0.03592 1.49262 2.65578
H 2.88579 2.06424 0.59874
H 2.62010 0.42288 1.30628
H 2.53376 1.75552 2.31020
C -3.36958 5.13322 0.44408
O -2.82944 4.46975 -0.69061
C -3.18327 5.18822 -1.86454
C -2.37788 4.86221 -3.09065
O -2.26398 3.48104 -3.28980
C -2.11289 3.13160 -4.68005
H -4.50036 5.22136 0.39272
H -2.95895 6.14707 0.53035
H -3.12954 4.54339 1.38083
H -3.09644 6.27883 -1.77294
H -4.27544 5.02783 -2.01492
H -1.40352 5.29350 -2.96615
H -2.87448 5.46839 -3.88373
H -1.07541 3.20471 -4.98550
H -2.71842 3.83203 -5.25220
H -2.49815 2.09851 -4.78201
C -2.92621 2.10591 3.93643
O -4.30361 2.35852 3.75510
C -4.80985 1.94119 2.51954
C -6.32006 2.12938 2.43982
O -6.68808 3.43258 1.92818
C -6.43181 4.51802 2.81955
H -2.43314 2.49599 3.04996
H -2.73869 1.03206 3.97310
H -2.48509 2.66212 4.73770
H -4.70008 0.89015 2.38270
H -4.29775 2.48828 1.72864
H -6.76901 1.95340 3.42797
H -6.71093 1.44530 1.71382
H -5.44784 4.95490 2.64442
H -6.48200 4.26169 3.88807
H -7.20663 5.23156 2.51437
C -1.94429 -7.27767 -4.86713
O -1.17180 -6.12390 -4.53255
C -1.57705 -5.03451 -5.38123
C -0.70800 -3.82692 -5.15969
O 0.56130 -4.01501 -5.72753
C 1.44844 -4.82912 -4.98107
H -3.04315 -7.12275 -4.78617
H -1.81539 -8.06648 -4.12915
H -1.66591 -7.65087 -5.83985
H -2.65928 -4.78963 -5.26482
H -1.50339 -5.34707 -6.43188
H -0.57938 -3.71641 -4.06565
H -1.07225 -2.87429 -5.60265
H 2.46201 -4.67577 -5.33892
H 1.20733 -5.86804 -5.14406
H 1.50370 -4.56438 -3.91049
C -1.10655 -5.25228 -1.02718
O -2.40184 -5.24508 -0.49949
H -1.12947 -5.30074 -2.12256
H -0.63246 -4.27719 -0.73261
H -0.51968 -6.06589 -0.64078
H -2.93891 -5.94464 -0.90229
O 2.55164 -4.87315 2.89357
C 1.38022 -4.71187 2.64533
O 0.79207 -3.52120 2.66890
C -0.55143 -3.56257 2.13580
C -0.94742 -4.97541 2.39326
C 0.36750 -5.74316 2.26633
H -0.51767 -3.40754 1.05573
H -1.06258 -2.74167 2.59002
H -1.68888 -5.29811 1.67410
H -1.42532 -5.00749 3.37503
H 0.49271 -5.99122 1.22954
H 0.44813 -6.57326 2.98429
O 2.84498 6.18019 1.69155
C 1.95294 5.50384 2.18431
O 2.24759 4.64439 3.15128
C 1.04453 4.04231 3.64713
C -0.08844 4.28109 2.63676
C 0.41659 5.54908 1.89654
H 0.80822 4.43301 4.62261
H 1.24657 2.98063 3.72727
H -1.04958 4.44788 3.17856
H -0.17583 3.45079 1.96760
H 0.03447 6.47574 2.31904
H 0.17228 5.62591 0.85646
*
```

---

# 2
Below is a structure of composition C42H40F5IrN3OSi2, with properties calculated with ωB97M-V with the def2-TZVPD basis set.

The HOMO energy is -0.1622 Eh. For the LUMO energy, the calculation gives 2.47 eV.

ORCA input file:
```
! wB97M-V def2-TZVPD RIJCOSX def2/J DEFGRID3
* xyz -1 1
Ir -0.10928 0.47078 0.28739
C -1.71844 0.78173 -2.85494
Si -1.61666 -0.97757 -2.16549
C -3.21662 -1.71417 -2.87555
C -0.20990 -1.78529 -3.14178
C -1.31723 -1.24682 -0.29789
C -0.57357 -2.57393 -0.22045
C -1.17961 -3.75243 -0.70406
C -0.53295 -4.96397 -0.61904
C 0.73028 -5.01059 -0.04326
C 1.25370 -3.81975 0.42241
N 0.63099 -2.64391 0.34897
Si -2.77195 -1.62245 0.90640
C -4.28506 -2.44278 0.10721
C -3.61624 -0.24177 1.88676
C -2.15970 -2.85656 2.19351
H -1.47913 0.70311 -3.92098
H -1.03134 1.48518 -2.38849
H -2.72116 1.20287 -2.77235
H -3.20173 -1.56880 -3.96056
H -4.09810 -1.19755 -2.48932
H -3.34405 -2.78102 -2.68775
H -0.26534 -1.46144 -4.18554
H -0.25125 -2.87352 -3.12357
H 0.76327 -1.48855 -2.74209
H -2.16319 -3.69992 -1.14969
H -1.00636 -5.86297 -0.99711
H 1.28707 -5.93385 0.04688
H 2.23571 -3.79986 0.88532
H -4.81105 -1.75479 -0.55838
H -4.97072 -2.69324 0.92352
H -4.08269 -3.36109 -0.44556
H -4.57112 0.02636 1.42822
H -3.04480 0.67006 1.98901
H -3.82701 -0.63165 2.88689
H -2.17518 -3.88374 1.82401
H -2.79664 -2.80556 3.08130
H -1.13969 -2.62667 2.49325
C 2.95297 3.41123 1.38968
C 2.30115 4.61639 1.15387
C 0.98419 4.60552 0.74858
C 0.32165 3.38809 0.57322
N 0.98023 2.23204 0.77527
C 2.25114 2.24297 1.18246
C -1.06979 3.22194 0.16199
C -1.90260 4.31357 -0.09108
C -3.21365 4.11973 -0.47371
C -3.68007 2.81364 -0.61499
C -2.85350 1.73698 -0.36123
C -1.52257 1.88544 0.06021
H 3.98172 3.37220 1.71812
H 2.82116 5.55683 1.28746
H 0.46049 5.53179 0.56403
H 2.70506 1.27421 1.33712
H -1.52634 5.32392 0.01759
H -3.86463 4.96383 -0.66203
H -4.70420 2.63824 -0.92644
H -3.25980 0.74219 -0.49813
N 1.28726 0.02581 -0.83743
C 2.44082 0.04198 -1.35225
C 3.52934 -0.73122 -0.66734
C 4.59347 -1.27789 -1.38282
C 5.58111 -2.01288 -0.74119
C 5.52476 -2.20455 0.63119
C 4.45909 -1.67698 1.35098
C 3.46304 -0.96086 0.70704
C 2.76313 0.84974 -2.56695
C 1.79911 1.03199 -3.55534
C 2.04883 1.84466 -4.64904
C 3.26873 2.49715 -4.77275
C 4.23463 2.32733 -3.79130
C 3.98566 1.50761 -2.69966
H 4.64234 -1.13639 -2.45553
H 6.39435 -2.43762 -1.31712
H 6.29777 -2.77099 1.13585
H 4.38984 -1.84157 2.41953
H 2.59723 -0.61787 1.25995
H 0.85011 0.52655 -3.45347
H 1.28509 1.97064 -5.40672
H 3.46330 3.13520 -5.62587
H 5.18586 2.83959 -3.87085
H 4.73995 1.39261 -1.93128
F -2.16644 1.19407 7.39928
C -1.67015 0.95027 6.17161
C -1.01435 -0.23492 5.89529
F -0.85453 -1.14317 6.87180
C -0.51067 -0.48151 4.63431
F 0.18040 -1.61738 4.45130
C -0.64611 0.42260 3.55805
O -0.12000 0.13690 2.40530
C -1.26123 1.63824 3.90844
F -1.37684 2.60872 2.98658
C -1.77757 1.88900 5.16479
F -2.38324 3.06057 5.41645
*
```

---

# 3
Below is a cluster of 2 separate species, C6H14N2O2 in total in a non-equilibrium geometry, with properties calculated with ωB97M-V with the def2-TZVPD basis set.

The SMILES is CNC(C)=O.CNC(C)=O. The HOMO energy is -0.3472 Eh. For the LUMO energy, the calculation gives 0.60 eV.

ORCA input file:
```
! wB97M-V def2-TZVPD RIJCOSX def2/J DEFGRID3
* xyz 0 1
C -0.65692 1.38810 -2.79436
N 0.27594 1.00611 -1.84699
C 1.28902 1.80429 -1.40409
C 2.05942 1.48993 -0.21589
O 1.54906 2.77579 -2.03823
H -1.02059 2.50112 -2.72653
H -0.21752 1.50629 -3.76109
H -1.57771 0.88272 -2.87464
H 0.06570 0.15539 -1.34855
H 1.65212 0.50106 0.31911
H 3.09088 1.55015 -0.51600
H 1.81442 2.22980 0.48502
C -0.43481 -0.20481 2.93465
N -1.44852 -0.93022 2.04791
C -0.88526 -2.09007 1.36171
C -1.61097 -2.70528 0.14383
O 0.21464 -2.53458 1.71789
H -0.15735 -1.00477 3.65662
H 0.48432 -0.06302 2.38585
H -0.94748 0.72371 3.27711
H -2.22707 -1.02889 2.46124
H -1.06488 -3.29223 -0.51950
H -2.34952 -3.28715 0.62774
H -2.00970 -1.92800 -0.46515
*
```